{"formula": "C24H72O24", "method": "wB97M-V/def2-TZVPD", "relative_energy_kj_mol": 157.0, "lumo_ev": 0.210, "gap_ev": 9.6, "e_homo_ha": -0.345, "elements": ["C", "C", "O", "O", "H", "H", "H", "H", "H", "H", "C", "C", "O", "O", "H", "H", "H", "H", "H", "H", "C", "C", "O", "O", "H", "H", "H", "H", "H", "H", "C", "C", "O", "O", "H", "H", "H", "H", "H", "H", "C", "C", "O", "O", "H", "H", "H", "H", "H", "H", "C", "C", "O", "O", "H", "H", "H", "H", "H", "H", "C", "C", "O", "O", "H", "H", "H", "H", "H", "H", "C", "C", "O", "O", "H", "H", "H", "H", "H", "H", "C", "C", "O", "O", "H", "H", "H", "H", "H", "H", "C", "C", "O", "O", "H", "H", "H", "H", "H", "H", "C", "C", "O", "O", "H", "H", "H", "H", "H", "H", "C", "C", "O", "O", "H", "H", "H", "H", "H", "H"], "coordinates": [[-3.5275, -2.9325, 1.0503], [-2.8522, -3.0248, 2.3333], [-1.4494, -3.1589, 2.2779], [-3.4262, -4.1392, 0.2480], [-3.2102, -2.0703, 0.4709], [-4.6162, -2.8829, 1.1507], [-3.2805, -3.9509, 2.8141], [-3.1636, -2.1995, 3.0194], [-1.0988, -2.8815, 3.1600], [-2.9222, -4.0612, -0.5513], [2.0813, -4.1872, -1.1395], [1.3125, -3.3165, -0.2080], [-0.1171, -3.1870, -0.4719], [2.1304, -3.7686, -2.4921], [1.6572, -5.2150, -1.2148], [3.0693, -4.2237, -0.6565], [1.8380, -2.3592, -0.2990], [1.4917, -3.6811, 0.7912], [-0.7024, -3.5992, 0.2112], [2.5338, -2.9036, -2.6009], [-1.1128, 3.3982, -1.5812], [-1.8445, 4.6955, -1.8287], [-2.9594, 4.6701, -0.8674], [-0.6783, 3.2437, -0.2348], [-0.2892, 3.1985, -2.2904], [-1.9520, 2.6869, -1.7806], [-2.1863, 4.7482, -2.8672], [-1.2771, 5.5952, -1.5871], [-3.7472, 4.2680, -1.2338], [-0.6693, 4.0965, 0.2415], [-0.5983, 0.8134, -4.4906], [-0.0029, -0.1559, -5.4852], [0.8330, -1.0386, -4.8540], [-1.5459, 0.1834, -3.6557], [-1.0316, 1.6864, -4.9663], [0.2628, 1.1945, -3.9148], [0.4970, 0.4583, -6.2440], [-0.7961, -0.5750, -6.1547], [0.4168, -1.8370, -4.5300], [-1.1809, 0.0071, -2.7663], [3.5709, 0.4316, 3.1861], [3.9123, -0.3503, 1.9673], [2.8460, -1.3220, 1.6507], [2.2223, 1.0255, 3.0124], [4.3174, 1.1921, 3.2908], [3.5531, -0.1153, 4.1382], [4.8412, -0.8477, 2.1908], [4.1162, 0.3427, 1.1390], [2.0332, -0.8656, 1.8343], [2.3483, 1.7678, 2.3631], [-4.4213, 1.1348, 1.1950], [-4.2921, 0.9949, 2.6654], [-4.3802, -0.3931, 3.0345], [-5.7603, 0.7447, 0.9045], [-3.7692, 0.4546, 0.6883], [-4.1070, 2.1378, 0.9036], [-5.0908, 1.5287, 3.1689], [-3.3649, 1.4150, 3.0722], [-5.1995, -0.7497, 2.7010], [-5.9833, 1.0152, 0.0130], [-0.7042, -4.7003, -4.5028], [-0.9677, -4.5397, -5.9628], [0.1488, -4.1639, -6.7064], [-0.2558, -3.3345, -3.9703], [0.1485, -5.3678, -4.2922], [-1.5664, -5.0466, -3.9257], [-1.7951, -3.7998, -6.0609], [-1.3786, -5.4025, -6.4525], [0.5487, -3.3588, -6.3133], [0.4794, -3.5002, -3.3223], [3.4698, -0.1694, -3.2695], [4.4988, 0.8457, -2.9494], [4.8516, 0.8930, -1.5968], [4.0343, -1.4496, -2.7962], [3.1666, -0.1568, -4.3208], [2.5666, -0.0678, -2.6597], [4.2679, 1.8937, -3.2307], [5.3432, 0.5295, -3.5722], [4.8868, -0.0146, -1.3136], [4.7145, -1.6912, -3.3883], [4.0847, 3.8706, -0.1237], [2.8523, 2.9019, -0.1625], [2.0668, 3.1348, 1.0409], [4.6687, 3.7408, 1.1640], [3.8978, 4.9246, -0.3205], [4.7949, 3.5182, -0.8844], [3.1964, 1.8784, -0.1885], [2.2662, 3.0627, -1.0552], [1.1441, 3.1378, 0.7557], [4.0842, 4.0921, 1.8302], [1.7840, -1.8709, 5.3800], [0.8164, -2.7067, 4.5683], [-0.5104, -2.0791, 4.4498], [1.6227, -2.1333, 6.7770], [1.6845, -0.8160, 5.0584], [2.7927, -2.2073, 5.1081], [0.7172, -3.7182, 4.9627], [1.2001, -2.7700, 3.5516], [-0.2947, -1.2832, 3.9349], [0.7168, -1.9134, 6.9913], [0.2992, 0.2007, -0.3751], [-0.1346, 0.3025, 1.0202], [0.0773, -0.8006, 1.9699], [-0.5609, -0.5324, -1.2232], [1.3421, -0.1277, -0.3739], [0.4626, 1.2170, -0.7094], [-1.2132, 0.5809, 1.0768], [0.3637, 1.1369, 1.5042], [-0.4612, -1.5403, 1.6226], [-0.4418, -1.4699, -1.0172], [-3.3031, 4.8716, 4.1610], [-3.0603, 4.8466, 2.6228], [-2.0460, 3.9093, 2.2103], [-4.5170, 5.6592, 4.2822], [-2.4860, 5.3392, 4.7867], [-3.5590, 3.8290, 4.4858], [-2.7651, 5.8272, 2.2453], [-4.0084, 4.5928, 2.1457], [-2.5144, 3.0789, 2.1995], [-4.7946, 5.7805, 5.2133]], "forces_ev_per_a": [[-0.9, -0.4, -2.5], [-0.7, -1.3, 3.0], [0.2, 0.1, -0.8], [0.0, -0.3, 1.0], [0.2, 0.3, -0.2], [0.2, 0.6, 0.6], [0.4, 0.5, -0.2], [0.4, -0.4, -0.8], [-0.2, -0.1, -0.2], [0.4, 0.5, -0.4], [-0.3, -1.4, -0.3], [-0.8, 0.3, -0.1], [0.3, -0.1, 0.1], [-0.4, -0.1, -0.1], [0.4, 0.6, 0.3], [0.1, -0.2, -0.5], [-0.7, 0.3, 0.3], [-0.1, 0.0, 0.5], [1.1, 0.4, -0.3], [0.5, 0.4, 0.2], [-0.7, -0.4, -0.5], [-0.9, -0.2, 1.1], [0.8, 0.8, -0.5], [0.5, 0.4, 0.0], [-0.3, 0.2, 0.2], [1.0, -0.2, 0.2], [0.0, 0.0, 0.1], [0.1, 0.0, 0.0], [0.0, -0.1, -0.4], [-0.6, -0.5, -0.3], [0.4, -0.3, 0.7], [-1.7, 1.2, -1.4], [1.7, 0.0, -0.3], [-0.2, 0.3, 0.1], [-0.4, 0.1, -0.3], [-0.1, -0.1, 0.1], [0.9, -0.1, 0.3], [0.2, -0.4, 1.0], [-1.0, -0.5, 0.1], [0.1, -0.1, -0.4], [-1.9, 0.8, 0.2], [-1.1, -1.0, -0.1], [2.7, 0.6, 0.0], [1.8, 0.2, -0.2], [0.4, 0.8, 0.2], [-0.1, -0.2, -0.5], [0.3, -0.7, -0.2], [-0.3, -0.2, -0.1], [-1.1, 0.4, 0.3], [-0.4, -0.6, 0.6], [-0.2, 0.1, 0.0], [-0.1, -0.9, 0.9], [0.8, 0.8, 0.4], [-0.1, 0.6, -0.1], [0.8, -0.5, -0.3], [-0.6, 0.4, -0.3], [-0.3, 0.3, 0.0], [0.1, -0.5, -0.2], [-0.5, 0.1, -0.3], [-0.1, -0.1, -0.2], [1.7, 1.3, 1.4], [-1.2, 1.2, -0.1], [1.0, 0.8, 0.0], [-0.3, -2.0, -0.2], [-0.4, 0.1, -0.3], [0.0, 0.2, -0.2], [0.4, 0.0, 0.1], [0.0, -0.9, 0.1], [-0.4, -0.7, -0.2], [-0.6, -0.1, -0.5], [-0.7, -0.9, 1.0], [0.7, 1.3, -0.8], [-0.1, 0.4, 0.2], [-1.9, 1.0, 0.4], [0.2, -0.3, 0.1], [0.0, 0.1, -0.2], [-0.2, -0.7, -0.1], [0.5, 0.3, 0.0], [0.1, -0.7, 0.4], [1.2, -0.6, -1.1], [-0.6, -1.3, 0.4], [0.6, 1.4, 0.6], [0.3, -0.1, -0.8], [1.0, -0.3, -0.5], [-0.6, 0.0, -0.1], [0.0, 0.0, 0.4], [0.3, -0.2, 0.2], [-0.4, 0.2, -0.3], [-0.2, 0.0, 0.1], [-0.5, 0.2, 0.1], [-0.1, -0.8, 0.0], [-0.4, 0.5, -0.7], [1.2, -0.3, 0.7], [0.4, 0.6, -0.5], [0.0, -0.2, 0.5], [-0.1, 0.1, 0.2], [-0.2, 0.2, 0.2], [0.2, -0.2, -0.2], [-0.4, 0.2, -0.1], [-0.3, 0.1, 0.2], [1.2, -0.2, -0.3], [-1.6, 0.7, 2.7], [-0.3, 0.3, -1.8], [0.4, 0.6, 0.2], [0.1, -0.8, -0.2], [-0.8, 0.3, -0.5], [0.5, -0.3, -0.3], [0.2, 0.0, -0.1], [0.2, -0.1, 0.4], [-0.1, -0.6, -0.1], [-0.8, 0.1, 0.0], [0.6, 0.0, 0.5], [-0.5, 0.8, 0.6], [0.2, 0.0, 0.5], [-0.6, -0.7, -0.9], [0.7, 0.7, 0.0], [0.0, -0.1, 0.2], [-0.1, 0.1, 0.1], [0.3, -0.6, -0.2], [0.5, -0.3, -0.8]], "mulliken_charge": [-0.227, -0.307, -0.477, -0.616, 0.080, 0.338, 0.252, 0.368, 0.262, 0.338, -0.949, 0.617, -0.547, -0.572, 0.392, 0.355, -0.036, 0.039, 0.157, 0.214, 0.180, -0.774, -0.490, -0.281, -0.013, 0.043, 0.394, 0.332, 0.286, 0.291, 0.082, -0.671, -0.236, -0.601, 0.435, -0.176, 0.394, 0.315, 0.281, 0.309, -0.950, 0.399, -0.401, -0.422, 0.497, 0.211, 0.516, -0.372, 0.020, 0.313, 0.630, -0.489, -0.536, -0.600, -0.080, -0.044, 0.309, 0.230, 0.328, 0.334, -0.354, -0.500, -0.567, -0.679, 0.289, 0.297, 0.244, 0.414, 0.332, 0.347, 0.409, -0.566, -0.434, -0.584, 0.312, -0.438, 0.363, 0.338, 0.294, 0.280, -0.734, 0.984, -0.599, -0.580, 0.364, 0.233, -0.350, 0.225, 0.068, 0.347, -0.166, 0.122, -0.734, -0.580, 0.069, 0.305, 0.388, -0.170, 0.319, 0.334, 1.003, -0.343, 0.472, 0.436, -0.419, -0.213, -0.305, 0.153, -0.113, 0.143, -0.241, -0.516, -0.208, -0.544, 0.277, 0.174, 0.437, 0.252, -0.062, 0.300]}